A structure of composition C40H68AsF6N4O12PtS6 in a non-equilibrium geometry. Source: OMol25; level of theory: ωB97M-V/def2-TZVPD.

Each line ends with the Mulliken spin population.
Cartesian coordinates (Å):
S (1.81095, 4.03145, -0.17184)  0.0054
C (2.85742, 4.60950, -2.56472)  0.0011
H (-3.51367, -5.00307, -0.46069)  0.0000
F (-0.58543, 1.42780, 0.38940)  0.0583
H (-3.44411, -0.72977, 1.43462)  -0.0002
H (3.61201, 5.33196, -2.87577)  0.0002
C (-4.45610, -0.48051, 1.75374)  -0.0011
H (3.38116, -4.62198, 5.64929)  0.0000
F (0.45803, 0.35181, -1.62732)  0.0057
H (7.62982, 1.39148, 4.19854)  0.0000
H (0.84094, 5.15854, -2.00340)  -0.0008
S (-2.10842, 2.86928, -2.41650)  0.0217
C (2.27021, -3.53267, 4.06311)  -0.0001
C (-2.31734, -4.36982, 1.16804)  0.0001
H (-1.81632, -4.00529, -2.21648)  -0.0001
H (-3.80455, 4.64808, -2.78746)  0.0002
H (3.26557, 2.17641, 3.65475)  -0.0001
H (6.25879, -1.34198, -0.56360)  0.0000
O (2.62969, 4.49335, 0.94873)  0.0020
H (2.56639, 0.48092, -7.30418)  0.0000
S (-4.54716, 1.35337, 1.91593)  0.0055
F (0.94049, -1.76152, -0.43795)  0.0001
O (-3.43950, 1.94389, 1.18644)  0.0430
N (-5.90377, -2.73460, -4.40522)  0.0000
H (-2.67531, -2.03179, -3.84456)  0.0001
C (0.35884, -0.54669, -5.10618)  0.0000
H (0.73100, -1.34757, -7.10146)  0.0000
H (-4.20394, 0.98520, -4.72821)  0.0001
C (-3.46099, 1.71412, -4.40450)  0.0010
C (4.07567, -1.67084, -0.86907)  -0.0001
H (3.15009, 2.01093, -0.20129)  0.0004
H (-3.01394, -4.86229, 1.84651)  0.0000
O (5.38467, 2.54500, 5.52526)  0.0000
Pt (-1.38582, 3.10259, 1.36869)  1.5930
O (-0.82680, 2.84540, -3.06774)  -0.0012
H (6.04682, 0.28018, -2.49213)  0.0000
F (1.64921, 0.31195, 0.59307)  0.0040
H (1.99291, 2.10534, -1.58406)  0.0002
H (-6.47502, 2.42052, 0.63084)  -0.0004
H (1.79286, 0.45448, 6.17048)  0.0001
N (3.19955, -1.06871, -1.77001)  0.0000
C (-4.49436, -2.01122, -2.72702)  0.0001
H (-0.02773, 0.99973, 7.56405)  0.0001
C (1.94742, 1.14249, -5.30674)  -0.0001
C (5.33457, -1.15674, -1.09078)  0.0000
H (-2.23105, -3.32850, 1.47838)  -0.0002
C (2.68772, 2.65512, -0.94918)  0.0015
H (-2.68591, 1.78174, -5.16789)  0.0000
C (1.00884, 1.04719, 5.69921)  0.0004
O (5.86021, 4.08101, 3.55077)  0.0000
H (4.25383, -0.14190, 3.95500)  0.0000
O (0.45726, 3.59820, 0.17109)  0.0713
H (-5.07975, 3.03925, -3.71520)  0.0000
H (2.10003, 6.15870, -1.12465)  0.0002
H (4.04178, 2.33591, 2.15552)  -0.0001
C (6.86186, 1.54611, 3.44063)  0.0000
H (-2.55664, 4.64214, -4.02324)  0.0001
C (4.50849, 0.40166, 3.04517)  -0.0001
H (4.01741, -4.59232, 1.56305)  0.0000
H (-6.67032, -1.91222, -2.58737)  0.0000
C (-1.51366, 1.36295, 5.84734)  0.0029
C (3.91650, -0.25392, -2.60883)  0.0000
C (0.50456, 0.12384, 4.62368)  0.0015
C (-6.30070, 0.20287, 0.03865)  0.0005
O (-1.14412, -6.56519, -1.05256)  0.0000
H (0.24698, -0.73047, 5.24969)  0.0011
H (-4.31275, -3.14219, -5.74339)  0.0000
H (-3.96605, 1.27272, -2.47550)  -0.0003
C (3.64591, 3.39629, -1.89627)  0.0017
S (-0.51560, -5.29087, -0.63305)  0.0001
H (-0.44227, -1.09722, -4.63550)  -0.0001
H (4.89318, -5.43016, 3.54876)  0.0000
H (2.19986, -1.21157, -1.75212)  0.0001
S (-1.12140, 0.78102, 4.12372)  0.0122
N (0.96704, 0.56153, -4.52605)  -0.0001
H (-4.10338, -1.65205, -1.78653)  -0.0002
C (-2.82677, -4.17963, -0.26520)  -0.0003
H (-0.26018, -4.14813, 1.50208)  0.0002
H (-2.39460, 0.46493, -2.95334)  -0.0006
O (0.92848, -5.16032, -0.89130)  0.0000
N (3.61273, -4.25566, 2.42502)  0.0000
H (3.97153, -0.18990, 2.30367)  0.0001
H (1.58642, 1.84572, 5.23353)  0.0001
H (-7.26806, -0.12543, -0.34153)  0.0000
H (-4.31678, 3.60713, -5.16584)  0.0001
H (-1.11625, -2.96379, -0.95147)  -0.0001
H (2.10687, -2.97177, 1.83857)  0.0002
H (-5.71368, 0.42371, -0.85283)  -0.0001
C (-1.62795, -3.90605, -1.14748)  -0.0004
C (1.85456, 5.21214, -1.60617)  0.0024
C (0.93287, -0.60781, -6.34093)  0.0001
C (-3.01681, 1.35843, -3.00437)  0.0012
H (4.00395, 2.83132, -2.75692)  -0.0002
H (-6.93252, 1.26610, 1.76982)  0.0005
H (-2.16449, 2.23731, 5.84229)  0.0003
H (6.25347, 0.23321, 1.71621)  0.0000
C (4.07240, -4.73239, 3.62515)  0.0000
H (-6.73824, -2.95828, -4.92841)  0.0000
H (4.43186, 3.86217, -1.30185)  -0.0001
H (7.40341, 2.10739, 2.67919)  0.0000
C (-0.19357, 1.48316, 6.60130)  -0.0002
C (2.00590, 0.30022, -6.39886)  0.0000
H (-6.26662, -1.49528, 1.44222)  0.0000
H (1.49854, -3.03664, 4.63309)  -0.0001
H (2.38929, 4.25323, -3.48234)  -0.0001
As (0.07325, -0.24796, -0.03692)  0.0288
H (3.78633, -2.30575, -0.04471)  0.0001
S (5.59263, 2.76435, 4.09471)  0.0000
C (-0.92723, -4.93028, 1.13960)  -0.0001
C (-5.78918, -2.18474, -3.14925)  -0.0001
C (-3.73270, -2.24850, -3.88153)  0.0001
H (2.38524, 2.00695, -4.82985)  0.0000
C (-5.57667, -0.94486, 0.80260)  0.0003
C (2.53070, -3.53166, 2.65911)  0.0000
O (-0.95467, 1.89888, 3.19857)  0.0915
C (4.20166, 1.92912, 3.15405)  0.0003
O (-2.29150, 3.04069, -0.96226)  0.0329
H (-4.67259, -0.93024, 2.72275)  0.0004
C (-4.11504, 3.10845, -4.21784)  0.0001
H (1.07478, -0.20570, 3.75515)  0.0004
H (-3.52430, -3.34223, -0.28300)  0.0001
H (-5.11446, -1.72688, 0.20020)  0.0002
C (-3.18947, 3.99946, -3.41122)  0.0003
C (6.04029, 0.35193, 2.77854)  -0.0001
H (3.39157, 0.25294, -3.40503)  0.0000
H (-0.69725, -5.87250, 1.63701)  0.0000
O (-4.76846, 1.61977, 3.35515)  -0.0001
H (0.09044, 2.53260, 6.67950)  -0.0001
C (-6.18213, 1.43686, 0.99790)  0.0043
C (-4.60536, -2.82881, -4.75214)  -0.0001
O (-1.93208, -0.37453, 3.71233)  0.0034
H (0.63805, 0.96826, -3.66208)  0.0000
C (3.27328, -4.33441, 4.61389)  0.0000
H (-2.08308, 0.49357, 6.17602)  0.0008
C (5.18970, -0.28441, -2.15601)  0.0000
F (-0.37320, -0.91650, 1.58717)  0.0008
H (6.38927, -0.60999, 3.15407)  0.0000
F (-1.55567, -0.88738, -0.59601)  0.0022

Cartesian forces (eV/Å) of the 2 atoms listed first:
S 2.458 -0.319 1.082
C 1.030 -0.637 0.059

The calculation puts the energy relative to the best compared isomer or geometry (same formula, charge and spin) at 106.9 kJ/mol. The value obtained for the HOMO energy (alpha / beta) is -9.7 / -9.7 eV. As for the charge: +1. The HOMO-LUMO gap (alpha / beta) is 5.2198 / 3.6338 eV. The value obtained for the total energy is -8029.7966 Ha. The spin multiplicity is 3.